Record 1
DFT (ωB97M-V/def2-TZVPD) results for C18H36As3F5N3O7S3ScTe as an isolated structure at a distorted geometry.

Geometry as ORCA input:
```
! wB97M-V def2-TZVPD RIJCOSX def2/J DEFGRID3
* xyz 0 1
Te -0.62373 3.43124 -1.31721
As 0.84546 -1.22909 -2.29189
As -2.50979 -0.49196 -0.92688
As -3.23277 -4.25594 -3.98464
Sc -0.01283 0.52308 -0.41772
S 1.75261 0.51222 2.26866
S -0.60199 -3.06505 0.70422
S 1.87761 3.15341 0.23976
F -1.58056 4.59444 -0.19259
F 0.61205 3.13755 -2.68474
F -0.61083 1.25031 -2.19442
F -2.21760 3.08336 -2.19285
F -0.75350 4.99330 -2.35928
O 0.85527 -0.13538 1.21466
O 1.05144 4.24226 -0.49911
O 1.73860 -0.29274 3.46207
O 3.22365 3.55306 0.39060
O -0.95075 2.23114 0.07662
O 1.59097 1.90635 -0.51853
O 3.01842 0.87851 1.71439
N -1.58318 -0.68644 2.43509
N 0.94751 -3.14481 2.83771
N -0.72717 -1.63582 2.99393
C 2.33429 -0.24018 -3.07749
C -0.19284 4.44825 3.41982
C 0.23238 2.12693 3.84561
C -0.33939 3.33598 4.22375
C -1.80516 -3.04861 -3.30489
C 0.49789 4.36195 2.21778
C -2.34712 -1.42792 -5.18784
C -2.73590 -0.69625 -2.87700
C 1.57632 -3.01310 -2.40362
C 1.05087 3.15449 1.83182
C -3.87381 0.87463 -0.64204
C -0.34129 -1.09336 -3.84071
C 0.93225 2.03130 2.65812
C -4.18705 -4.70032 -2.33134
C -3.63710 -1.94736 -0.32116
C -0.11995 -2.57864 2.22725
C -1.80677 -1.56309 -3.75465
C -2.09576 -5.85515 -3.96038
H -1.58714 -5.94742 -2.99937
H 1.78072 -3.25074 -3.44705
H 3.18182 -0.24291 -2.39309
H -3.41241 -1.65247 -5.23902
H -2.73775 0.32772 -3.25726
H -2.19610 -0.40797 -5.54688
H -4.85503 -3.89273 -2.04033
H -4.26900 0.74083 0.36517
H -0.88400 3.40552 5.15572
H -2.70262 -6.74356 -4.13004
H 0.17787 1.25848 4.48785
H 0.89471 -3.74093 -1.96987
H -0.89557 -3.51249 -3.69509
H -3.49601 -4.91454 -1.51551
H 1.45598 -3.79091 2.25765
H -0.62191 5.39586 3.71511
H -3.79293 -1.83076 0.74854
H -1.35254 -5.78723 -4.75446
H -1.83187 -2.11122 -5.86758
H -0.21104 -1.35759 3.81844
H 2.02263 0.79183 -3.23715
H -1.12553 0.22001 2.39703
H 0.14393 -1.66993 -4.63403
H 1.51528 -2.55150 3.42859
H -0.29977 -0.04039 -4.11990
H -4.67798 0.74187 -1.36594
H 0.58094 5.22740 1.57765
H -3.74959 -1.09285 -2.99611
H -4.58797 -1.87226 -0.84911
H 2.50569 -3.03188 -1.83554
H -3.46425 1.87423 -0.73475
H -4.78930 -5.58792 -2.52608
H -2.41680 -0.61123 3.00399
H 2.62460 -0.68940 -4.02700
H -3.18061 -2.91470 -0.48742
H -1.74822 -3.11710 -2.21349
*
```

The gap between HOMO and LUMO is 0.2697 Eh. Its relative energy (zero: lowest compared OMol25 entry of this formula, charge and spin) is 50.9 kJ/mol. Its energy is -10828.5136 a.u. The calculation puts the LUMO energy at -1.2 eV. The largest force on an atom is 0.0582 Eh/bohr.

***

Record 2
DFT (ωB97M-V/def2-TZVPD) results for C18H36BCdClF2N2O11P2S as an isolated structure at a distorted geometry.

Geometry as ORCA input:
```
! wB97M-V def2-TZVPD RIJCOSX def2/J DEFGRID3
* xyz 2 1
Cd -1.63918 3.98482 2.20882
Cl -0.91921 1.49091 1.87105
S 2.63295 -1.12848 -1.76890
P -2.09311 2.67346 -0.28985
P -4.56831 -1.91368 -0.17363
F -2.77266 -1.68528 -2.17985
F 0.30639 1.64404 -2.31324
O -6.13971 -2.34664 -0.88636
O -7.13918 0.94424 -1.36352
O 4.99466 1.53607 0.31968
O 0.71450 -4.03689 0.56176
O 3.63596 2.79386 -1.39437
O -4.96436 -1.15761 1.19249
O 0.56888 -0.07210 0.01677
O -2.94896 0.22680 -0.56560
O -3.77615 -3.44793 0.09244
O -3.34174 3.27369 -1.40462
O -1.00666 -2.25967 0.23355
N 1.73935 -0.31362 2.24039
N -0.71565 3.75483 -0.50473
C -0.71294 0.26060 0.52185
C 4.27958 -1.00860 -2.65961
C 2.63034 0.68569 4.39537
C -3.55390 -0.73743 -1.37190
C 3.02358 2.27671 4.40422
C 3.01814 -0.10221 2.98797
C 4.43076 -2.07412 -3.93441
C -1.16072 -4.13029 2.28739
C 2.22747 1.67608 0.63155
C -5.81365 0.83510 -1.17367
C 1.76904 0.11897 0.79079
C -4.80669 -0.00647 -2.21369
C -1.67074 0.81112 -0.75049
C 2.82788 -0.98346 0.09565
C -1.30138 -1.16893 1.16654
C -0.91095 0.78299 -2.16968
C -0.44296 -3.44272 0.96509
C -1.77516 1.13951 -3.51554
B 3.62974 2.00001 -0.11552
H -4.19479 3.24449 -0.85373
H -5.41281 -0.80847 -2.85811
H -0.96158 4.68712 -0.90305
H 3.02432 0.08540 5.34633
H -5.37118 1.41694 -0.22932
H -1.75749 -5.11056 2.05318
H 1.36639 2.23186 0.01997
H 2.24772 2.23660 1.68534
H 3.44430 -2.13729 -4.58863
H -6.70872 -2.67379 -0.10364
H 5.18780 -1.26064 -1.93270
H 5.38685 0.97750 -0.43558
H 4.73931 -3.14893 -3.55319
H -0.98243 1.16410 -4.40926
H 2.87541 2.64895 5.52748
H -0.30890 -4.43555 3.06340
H 5.29016 -1.73813 -4.68543
H 4.16445 2.49279 4.14800
H -1.83894 -3.34737 2.86973
H 1.50863 -1.33271 2.35441
H 3.92188 -0.89040 0.48123
H -2.39376 -1.09915 1.55808
H -3.28646 -3.73168 -0.73372
H -2.51845 0.25657 -3.82053
H 1.44101 0.63750 4.48829
H 3.90701 0.37017 2.40141
H 3.39855 -1.17866 3.33910
H 4.46086 0.06154 -3.10673
H 2.43702 -2.03246 0.51513
H -4.44811 0.79740 -2.97768
H 4.37494 3.47991 -1.27036
H -0.51206 -0.33040 -2.33777
H -0.65055 -1.39411 2.14340
H -2.28164 2.19439 -3.52218
H 2.29136 2.94439 3.75530
H -0.09534 3.82931 0.33763
*
```

The gap between HOMO and LUMO is 0.0838 Eh. Its energy is -3576.9833 a.u. The calculation puts the LUMO energy at -11.0 eV. The largest force on an atom is 0.1850 Eh/bohr.

***

Record 3
DFT (ωB97M-V/def2-TZVPD) results for a 9-piece molecular cluster, C18H36Br18 overall at a distorted geometry.

Geometry as ORCA input:
```
! wB97M-V def2-TZVPD RIJCOSX def2/J DEFGRID3
* xyz 0 1
Br -0.77561 -3.67730 -2.14904
Br 2.62544 -4.95972 -0.61621
Br -1.42313 1.21868 -6.93093
Br 0.39422 -0.95482 2.71093
Br 7.68916 2.95547 -1.27923
Br -3.30567 -2.57574 -5.83050
Br -0.16416 -5.22717 1.33442
Br 4.17811 -1.28516 -1.34676
Br -2.45169 0.18809 4.95717
Br 3.24635 2.20341 0.07966
Br 1.47698 0.09290 8.65496
Br -2.84896 2.86924 -2.85244
Br 1.63345 0.46330 -4.73625
Br -4.09149 7.00299 1.24656
Br -0.88217 0.31969 -1.52961
Br 3.38341 0.29489 5.65496
Br -2.31774 2.74706 0.68421
Br -5.11702 1.51208 3.00997
C -4.37099 -0.29859 2.88121
C -2.60751 1.78357 -5.47881
C -2.70463 4.66220 0.39552
C 1.52688 -4.51372 2.05726
C -1.17508 -3.21354 -4.03361
C -3.95616 -0.83090 4.21641
C 1.99957 -1.00968 6.04057
C 0.28722 0.05125 1.00335
C -3.95672 5.05443 1.14592
C 2.32234 -3.82438 0.97394
C -1.73137 2.42016 -4.40947
C 2.60835 -0.86453 -2.51086
C 5.23214 2.13473 -0.04845
C -0.73985 -0.67949 0.15309
C 3.16352 -0.18336 -3.73800
C -2.62528 -3.56884 -4.28369
C 5.72367 2.88871 -1.24808
C 0.86848 -0.38736 6.84809
H -2.79178 4.80118 -0.67943
H 0.50763 0.50394 6.33842
H -3.76697 -1.90854 4.18657
H 0.02208 -1.07025 6.89266
H 1.29251 0.05221 0.59188
H -0.47513 -3.70278 -4.70563
H -3.11907 0.88725 -5.14873
H -0.35441 -1.65043 -0.13084
H -4.82741 4.63598 0.64782
H 5.46383 2.30034 -2.12746
H -5.12964 -0.92506 2.41588
H -3.54418 -0.23405 2.17840
H 2.08445 -5.34721 2.47630
H 2.41527 -1.84477 6.59993
H 1.59110 -1.39992 5.11054
H -1.72629 -0.65777 0.59481
H -0.99227 -2.14817 -4.16067
H 1.79276 -2.95957 0.57591
H 3.75370 -0.86768 -4.34776
H -3.91858 4.66815 2.16042
H -1.03628 1.66193 -4.06011
H 5.67966 2.46477 0.89015
H 1.28830 -3.81266 2.85058
H -4.77771 -0.85230 4.93647
H 1.97407 -0.18515 -1.94755
H 5.44510 1.06874 -0.04560
H 5.31082 3.88309 -1.36652
H 2.02278 -1.75676 -2.71190
H -1.85092 5.27026 0.68788
H -3.26138 -3.25354 -3.46705
H -3.29708 2.51003 -5.89593
H -1.20781 3.29154 -4.78317
H 3.81371 0.68067 -3.63840
H 0.03744 1.09007 1.20128
H 3.22959 -3.38987 1.39572
H -2.76196 -4.61219 -4.54116
*
```

The gap between HOMO and LUMO is 0.3698 Eh. The structure (SMILES) is BrCCBr.BrCCBr.BrCCBr.BrCCBr.BrCCBr.BrCCBr.BrCCBr.BrCCBr.BrCCBr. Its relative energy (zero: lowest compared OMol25 entry of this formula, charge and spin) is 80.7 kJ/mol. Its energy is -47039.7159 a.u. The calculation puts the LUMO energy at 0.1 eV. The largest force on an atom is 0.0270 Eh/bohr.